Record 1
# C31H33Cl3MgNS

C31H33Cl3MgNS as an isolated structure (ωB97M-V/def2-TZVPD, the Open Molecules 2025 dataset).

Geometry as XYZ:
```
70
Properties=species:S:1:pos:R:3:forces:R:3:mulliken_charge:R:1
H 3.5266 0.5208 -0.9068 0.0 0.0 -0.1 0.31
C 4.7626 0.5574 2.4069 0.0 0.0 0.0 -1.63
Cl -1.0859 -1.0783 -1.8191 0.0 -0.1 -0.3 -0.20
H 4.2911 1.2830 -3.1181 0.0 0.0 0.0 0.43
H -5.8546 -1.3528 -2.3944 0.0 0.0 0.0 0.37
H -0.0435 2.8170 -2.2040 0.0 0.0 0.0 0.50
H 2.2198 0.4398 1.6589 0.1 0.1 0.0 0.74
Mg 0.3471 -0.0705 0.1479 -0.2 -0.3 0.3 0.67
C -0.7487 3.9714 0.9939 0.0 0.0 -0.1 -1.32
C -1.3344 4.5302 -1.8463 0.0 0.0 0.1 0.42
C 1.8134 2.3589 0.7317 0.0 0.0 0.0 1.24
H -3.4388 3.5934 1.3406 0.0 0.0 0.0 0.46
C -2.6200 3.7157 -2.0130 0.0 0.0 0.0 -1.63
C -1.5398 5.5866 -0.7523 0.0 0.0 0.0 -1.32
H 0.7462 4.1687 -1.4216 0.1 0.0 0.0 0.33
S -1.6160 -1.1578 1.3879 0.1 0.1 -0.1 -0.44
H -4.0094 4.7361 0.1183 0.0 0.0 0.0 0.56
C -0.4641 2.9114 -0.0923 0.1 0.0 0.0 2.37
H -2.0077 1.5996 0.6502 0.0 0.0 -0.1 0.41
H 1.8681 4.4453 0.1046 0.0 0.0 -0.1 0.60
H -1.6188 1.3795 -1.0648 0.0 0.0 0.0 0.22
H 0.1436 4.5617 1.1997 0.0 0.0 0.0 0.59
C -4.2568 -1.3171 0.5930 0.1 0.0 -0.1 0.32
H 1.4255 -2.7177 -2.7623 0.0 0.0 0.0 0.42
H -2.3446 6.2715 -1.0439 0.0 0.0 0.0 0.54
H -1.0027 3.4441 1.9194 0.0 0.0 0.0 0.42
C 2.4606 -1.3898 -4.0789 0.0 0.0 0.1 -0.76
H 2.6682 -1.5362 0.4508 -0.1 0.0 0.0 0.43
C -0.1804 3.5992 -1.4487 0.0 0.0 0.0 -1.22
C 3.6608 0.4058 -3.0353 0.0 0.0 0.1 -0.94
H -1.0886 5.0249 -2.7900 0.0 0.0 0.0 0.30
C -2.8977 -1.2121 0.2157 0.0 0.0 0.0 -0.25
C 2.4126 3.6313 0.5562 0.0 -0.1 0.0 -0.21
H -3.8433 2.4105 -0.7992 0.0 0.0 0.0 0.27
C -3.1750 4.0818 0.3969 0.0 0.0 0.0 -1.55
N 0.5651 1.9462 0.3185 0.1 0.1 0.1 -1.34
H 3.7966 6.0105 1.3630 0.0 0.0 0.0 0.32
H -3.4486 4.3648 -2.3199 0.0 0.0 0.0 0.58
C 3.7248 3.8963 0.9374 0.0 0.0 0.0 0.12
H 5.5354 3.1175 1.8041 0.0 0.0 0.0 0.27
H -0.6286 6.1847 -0.6338 0.0 0.0 0.0 0.52
H 5.6696 0.9560 2.8638 0.0 0.0 0.0 0.42
C -3.7330 -1.2133 -2.1090 0.1 0.0 -0.1 -0.74
C -1.7732 2.1268 -0.2810 0.0 0.0 0.1 -2.21
C 3.2686 -0.2726 -4.1786 0.0 0.0 0.0 0.38
C 4.2861 5.2811 0.7127 0.0 -0.1 0.0 -1.75
H 5.0591 -0.1901 1.6663 0.0 0.0 0.0 0.26
C 2.6399 1.4123 1.4030 -0.3 0.0 0.0 -0.80
H -3.4931 -1.1720 -3.1651 0.0 0.0 0.1 0.40
C -5.0428 -1.3150 -1.6789 -0.1 0.0 0.0 -0.44
C -1.8937 4.9007 0.5743 0.0 -0.1 -0.1 0.44
C 4.5075 2.9101 1.5226 0.0 0.0 0.0 -0.94
Cl 3.7978 0.2885 -5.7549 0.0 0.0 0.0 -0.28
C 2.0455 -1.8295 -2.8265 0.0 0.0 0.0 -0.37
C 3.9492 1.6539 1.7646 0.0 0.0 0.0 0.44
C -2.7092 -1.1680 -1.1789 -0.1 0.0 0.1 0.74
Cl -4.6819 -1.3848 2.2783 0.0 0.0 0.0 -0.23
H -2.4818 2.9641 -2.7978 0.0 0.0 0.0 0.45
C 1.8847 -1.5710 -0.3124 0.1 0.4 -0.2 -1.43
C 2.4035 -1.1677 -1.6381 0.0 0.0 0.0 0.35
H 4.1308 5.6063 -0.3186 0.0 0.0 0.0 0.35
C 3.2320 -0.0349 -1.7936 0.0 0.0 0.0 0.24
H 4.1875 0.0405 3.1774 0.0 0.0 0.0 0.32
C -2.9465 3.0253 -0.6866 0.1 0.0 0.0 0.40
H 5.3563 5.3116 0.9206 0.0 0.0 0.0 0.38
H -6.3132 -1.4457 0.0524 0.1 0.0 0.0 0.40
C -5.2981 -1.3685 -0.3168 0.0 0.0 0.0 -0.71
H 1.4268 -2.5608 -0.3202 0.0 0.0 -0.1 0.39
H 2.1658 -1.9231 -4.9741 0.0 0.0 0.0 0.39
H -2.0476 5.6575 1.3486 0.0 0.0 0.0 0.25
```
Forces are in eV/Å.

Its relative energy (zero: lowest compared OMol25 entry of this formula, charge and spin) is 0.091 eV. Its total charge is -1.

***

Record 2
# C31H33Cl3N3PdSSb2Si

C31H33Cl3N3PdSSb2Si as an isolated structure (ωB97M-V/def2-TZVPD, the Open Molecules 2025 dataset).

Geometry as XYZ:
```
75
Properties=species:S:1:pos:R:3:forces:R:3:mulliken_charge:R:1
H 3.5353 1.7498 1.2145 0.0 0.0 0.0 0.42
H 3.9939 0.2144 -3.4893 0.0 0.0 0.0 0.37
C 0.5609 -1.6146 2.4886 0.0 0.0 0.0 0.45
H 4.1354 2.2007 -1.0309 0.0 0.0 0.0 0.32
H -3.0257 3.8178 3.9113 0.0 0.0 0.0 0.44
Cl -2.0753 2.5722 -3.0640 -0.1 0.1 0.0 -0.31
C -1.8398 2.2607 3.0429 0.0 0.0 0.0 -0.49
H 3.6851 5.6319 -3.5325 0.0 0.0 0.0 0.40
H -1.3945 2.9233 2.3087 0.0 0.0 0.0 0.43
N -2.7984 -1.0028 -1.0892 0.2 0.1 -0.1 0.11
C 3.3050 4.6901 -3.1600 0.0 0.0 0.0 -0.50
H 1.2211 2.3335 1.0788 0.0 0.0 0.0 0.39
C -2.1002 0.0667 4.0175 0.0 0.0 0.0 -0.45
H -4.0790 2.3272 5.5770 0.0 0.0 0.0 0.41
Si -1.7837 2.2583 -1.0329 -0.1 -0.1 0.0 0.61
C 2.2867 -0.9550 -2.8882 0.0 0.0 0.0 0.63
H 1.5231 -4.0326 -4.0748 0.0 0.0 0.0 0.41
N -4.2731 -1.7073 -4.1881 0.0 0.0 0.0 -0.44
H -4.9690 0.0011 1.0355 0.0 0.0 0.0 0.38
H -4.7316 -1.8071 2.7394 0.0 0.0 0.0 0.38
C 1.6460 -2.7949 4.2828 0.0 0.0 0.0 -0.74
H -5.5223 -2.4481 1.3006 0.0 0.0 0.0 0.40
C 1.4875 1.5168 1.7557 0.1 0.1 0.1 -1.01
C 2.8480 0.9187 1.3848 -0.1 0.0 0.0 -0.57
H 4.8344 -1.5007 -5.0463 0.0 0.0 0.0 0.40
H -1.8384 -0.9853 4.0538 0.0 0.0 0.0 0.49
C -3.9572 -1.0055 -0.5227 -0.1 -0.1 0.0 -0.24
Pd -0.9161 0.0691 -0.8608 0.0 -0.1 0.1 -0.29
C 3.4555 -0.7195 -3.6046 0.0 0.0 0.0 -0.32
Cl -0.6561 3.8472 -0.3352 0.0 0.0 0.0 -0.26
C 3.9278 -1.6828 -4.4849 0.0 0.0 0.0 -0.65
C 4.0382 3.9684 -2.2298 0.0 0.0 0.0 -0.75
H 1.1675 -0.7086 4.3490 0.0 0.0 0.0 0.45
C -4.1961 -0.7624 0.9283 0.0 0.0 0.0 0.94
C 2.3233 2.2794 -2.1996 0.1 0.0 0.0 0.40
H 4.9909 4.3430 -1.8795 0.0 0.0 0.0 0.42
H 2.5486 -1.0200 0.4457 0.0 0.0 0.0 0.59
Sb 1.5821 0.4506 -1.4821 0.0 0.0 -0.1 1.82
H 1.5151 4.7713 -4.3406 0.0 0.0 0.0 0.42
H -3.8159 -2.7953 1.5958 0.0 0.0 0.0 0.32
N -2.7908 -1.2524 -2.4401 -0.1 0.1 0.0 -0.52
H 0.0642 -2.7957 0.7564 0.0 0.0 0.0 0.33
H 2.0008 -4.8820 3.9495 0.0 0.0 0.0 0.40
C 0.5080 -2.7920 1.7485 0.0 0.0 -0.1 -0.59
H 0.6566 -2.3188 -2.5288 0.0 0.0 0.0 0.24
Sb -0.1667 0.1735 1.6358 -0.1 -0.1 0.0 1.17
C -4.5898 -2.0323 1.6834 0.0 0.0 0.0 -1.32
C 1.1284 -1.6184 3.7603 0.0 0.0 0.0 -0.39
C 1.5923 3.0039 -3.1357 0.0 0.0 0.0 -0.66
C -3.3573 1.9293 4.8760 0.0 0.0 0.0 -0.55
C 1.5861 -2.1441 -3.0623 0.0 0.0 0.0 -0.73
Cl -3.6560 2.5207 -0.1752 0.1 0.0 0.0 -0.31
C 2.8669 -0.0113 0.1675 0.1 0.0 0.0 -1.52
C -2.7648 2.7682 3.9429 0.0 0.0 0.0 -0.74
H -5.1999 -1.5365 -4.5368 0.0 0.0 0.0 0.23
H -3.2783 -0.3393 1.3390 0.0 0.0 0.0 -0.83
H 3.6093 -3.6248 -5.3319 0.0 0.0 0.0 0.38
H 1.5056 1.9222 2.7687 0.0 0.0 0.0 0.58
H 0.6342 2.6412 -3.4884 0.0 0.0 0.0 0.36
C 1.0263 -3.9670 2.2736 0.0 0.0 0.0 -0.58
C 3.2369 -2.8753 -4.6464 0.0 0.0 0.0 -0.45
H -3.5198 -1.5655 -4.8417 0.0 0.0 0.0 0.26
H 3.2471 0.3685 2.2398 0.0 0.0 0.0 0.37
C 3.5496 2.7613 -1.7491 0.0 0.0 0.0 -0.07
H -3.4864 -0.0696 5.6459 0.0 0.0 0.0 0.44
C -3.0270 0.5820 4.9141 0.0 0.0 0.0 -0.66
C 1.5961 -3.9667 3.5392 0.0 0.0 0.0 -0.50
C -1.5037 0.9097 3.0862 0.1 0.1 -0.1 0.34
C -3.9949 -1.4240 -2.8933 0.0 -0.1 0.1 0.48
H 0.9879 -4.8823 1.6977 0.0 0.0 0.0 0.43
C 2.0661 -3.1066 -3.9391 0.0 0.0 0.0 -0.63
C 2.0863 4.2075 -3.6151 0.0 0.0 0.0 -0.67
H 3.8792 -0.1090 -0.2290 0.0 0.0 0.0 0.71
S -5.2196 -1.3460 -1.6572 0.0 0.0 -0.1 -0.19
H 2.0881 -2.7984 5.2704 0.0 0.0 0.0 0.42
```
Forces are in eV/Å.

Its relative energy (zero: lowest compared OMol25 entry of this formula, charge and spin) is 0.000 eV. Its total charge is +1. As for the spin multiplicity: 3.

***

Record 3
# C31H33ClN2O3S

The molecule C31H33ClN2O3S (ωB97M-V/def2-TZVPD, the Open Molecules 2025 dataset).

Geometry as XYZ:
```
71
Properties=species:S:1:pos:R:3:forces:R:3:mulliken_charge:R:1
H 1.9200 1.1587 -0.9865 0.0 -0.1 0.2 0.39
H -3.1781 0.2199 3.2000 -0.2 0.3 -0.2 0.37
H 2.8325 3.3726 3.4257 -0.1 0.1 -0.2 0.24
C -3.0890 -6.0695 -2.4855 0.0 0.1 0.2 -0.65
C -0.0670 2.9343 3.9649 0.0 0.1 0.4 -0.86
H 1.4045 1.3295 3.6072 -0.3 0.0 0.0 0.03
C 0.4543 1.7084 3.2122 0.2 -0.2 -0.2 -0.40
C -6.4342 0.8273 2.3956 0.4 -0.1 -0.1 -0.39
C 1.4005 -1.7542 3.7136 0.3 0.1 0.0 -0.92
C 2.5497 3.7710 2.4382 0.1 0.2 0.2 -1.01
H 2.0192 -1.1731 -0.2129 0.1 0.0 0.1 0.44
H 0.5912 -2.3769 4.0922 0.2 0.1 0.0 0.41
C -5.2388 0.8740 3.1183 0.0 -0.4 -0.2 -0.98
H -7.3794 0.1412 0.5856 0.3 0.0 0.1 0.37
O 4.0030 2.2704 0.5205 -1.1 -0.1 0.2 -0.71
H -7.3531 1.2146 2.8439 0.3 -0.1 -0.3 0.38
C 2.5122 -0.7129 1.8340 0.4 -0.5 0.2 -0.02
C 2.5746 -0.4228 0.3595 0.4 0.1 0.0 -1.38
C -2.5178 -2.0573 0.8372 -0.4 -1.6 -0.1 -0.37
C 2.3166 -1.1613 4.5858 -0.1 0.1 0.0 -0.47
H -0.0659 3.9890 0.7758 -0.2 -0.2 0.1 0.39
H 3.6170 -0.3990 0.0159 -0.2 -0.1 -0.1 0.68
Cl -1.9153 -2.4454 2.4789 -0.2 -0.2 -0.6 -0.11
H -1.7011 0.9087 1.9637 0.0 -0.4 -0.5 0.21
C -1.9530 -5.5767 0.0241 -0.1 0.0 -0.1 -0.40
H -1.3312 2.7928 1.1638 0.2 0.2 0.1 0.22
H -2.7960 -3.9552 -2.8570 0.0 -0.2 0.2 0.43
C -0.3374 0.2855 0.4601 -1.2 0.2 0.5 -0.78
C -0.4192 3.2771 1.5312 0.4 -0.3 -0.2 -0.90
H -0.1139 4.8893 2.9717 -0.3 -0.3 0.0 0.35
C -0.6248 3.9177 2.9033 -0.4 0.3 0.3 -0.86
H -2.2070 -7.6738 0.3862 -0.1 0.1 -0.2 0.37
H -0.8451 2.6496 4.6860 0.2 0.1 -0.1 0.40
C 1.5228 -1.5568 2.3397 -0.1 0.1 0.1 0.43
C -1.5301 0.2506 1.1070 0.6 0.5 -0.2 -0.40
H -3.5135 -6.2494 -3.4708 0.1 0.0 0.2 0.38
H 0.7435 3.4130 4.5374 -0.3 -0.2 -0.1 0.34
H 4.0746 0.0984 4.7432 -0.2 -0.2 -0.1 0.39
C -6.4378 0.2313 1.1267 0.2 -0.1 0.2 -0.72
H -0.2547 0.8712 3.2228 0.2 0.3 0.1 0.34
H 0.8507 -2.0672 1.6433 0.2 0.3 0.4 0.64
H -5.2646 -0.7499 -0.4143 0.0 0.3 0.2 0.43
H 4.2765 0.4442 2.2880 -0.3 -0.1 0.2 0.41
H -2.7848 -0.4535 -0.4638 -0.2 0.0 0.2 0.85
C -5.2493 -0.2559 0.5614 -0.1 0.4 0.3 -0.25
H -3.2831 -8.1201 -1.8254 0.2 0.3 0.1 0.37
C -4.0434 -0.1309 1.2635 0.4 -0.5 -0.1 -0.45
C 3.3447 -0.3626 4.0773 0.0 -0.1 -0.1 -0.75
H 1.8136 4.5684 2.5634 0.3 0.0 0.0 0.30
C 2.8111 2.0584 0.7291 0.3 0.3 0.3 -0.16
C -2.9412 -7.1150 -1.5716 0.1 0.3 0.1 -0.39
C -2.6941 -4.7744 -2.1472 0.0 0.1 0.2 -0.20
O -0.1380 -3.1065 0.0020 -0.7 0.1 -0.1 -0.67
C 3.4532 -0.1466 2.7025 -0.1 -0.1 0.1 -0.14
H -0.1684 -0.3927 -0.3774 0.1 0.3 0.1 0.70
C -4.0716 0.3217 2.5802 -0.2 0.4 0.1 -0.04
O -1.6821 -2.1250 -1.7074 -0.1 -0.1 0.6 -0.71
C -2.7000 -0.5660 0.6272 -0.4 0.2 -0.3 0.02
H 3.4489 4.1640 1.9552 -0.2 -0.1 0.1 0.41
C -2.3580 -6.8663 -0.3254 0.0 0.2 0.0 -0.62
H -3.4718 -2.5983 0.7049 0.2 0.3 0.2 0.74
H -1.4823 -5.3659 0.9848 -0.1 -0.2 -0.2 0.38
C 1.9785 0.9586 0.0981 -0.1 0.3 -0.3 0.38
S -1.4853 -2.9004 -0.4946 0.8 0.1 -0.5 1.42
H -5.1976 1.3059 4.1152 -0.2 -0.1 -0.1 0.40
C -2.1510 -4.5335 -0.8810 0.0 -0.1 0.2 -0.10
N 2.0002 2.7456 1.5922 0.9 -0.4 -0.7 0.39
H 2.2246 -1.3224 5.6618 0.1 0.1 -0.3 0.37
H -1.6886 4.1054 3.0898 0.2 0.1 -0.1 0.46
N 0.6914 1.1340 0.7382 -0.1 0.2 0.0 0.39
C 0.6653 2.1888 1.7570 -0.1 -0.2 -0.2 0.20
```
Forces are in eV/Å.

As for the SMILES: CN1C(=O)[C@@H](Cc2ccccc2)N(/C=C/[C@H](c2ccccc2)[C@H](Cl)S(=O)(=O)c2ccccc2)C12CCCC2. The calculation puts the total energy at -65162.89719 eV.

***

Record 4
# C31H33F2N8O2PbSSe2Te2

C31H33F2N8O2PbSSe2Te2 as an isolated structure (ωB97M-V/def2-TZVPD, the Open Molecules 2025 dataset).

Geometry as XYZ:
```
82
Properties=species:S:1:pos:R:3:forces:R:3:mulliken_charge:R:1
H 0.7637 -1.2760 -3.1622 0.0 0.0 0.0 0.47
H -1.4660 3.0497 4.3187 0.0 0.0 0.0 0.30
C 6.1727 3.0034 3.0665 0.0 -0.1 0.1 -0.49
Se 0.0568 2.4894 -2.0397 0.0 -0.2 0.0 -0.28
H 7.7473 3.7005 4.3467 0.0 0.0 0.0 0.37
H 5.6923 4.2438 -0.0347 0.0 0.0 0.0 0.49
H 5.8200 2.2727 3.7832 0.0 0.0 0.0 0.44
C 4.4020 2.3254 1.4243 0.2 0.1 0.1 0.57
H -3.3638 -5.4488 0.1549 0.0 0.0 0.0 0.33
H -3.0697 -7.5157 -1.3195 0.0 0.0 0.0 0.21
C -0.3018 -0.4679 4.6793 0.0 0.0 0.1 -0.61
Pb -0.1363 0.3049 -0.1662 -0.4 0.4 0.0 1.44
H 0.2022 4.6565 1.3216 0.0 0.0 0.0 0.32
Te -4.0235 3.0726 -1.6859 0.2 0.1 -0.1 0.02
H -4.7759 -7.8853 -1.0674 0.0 0.0 0.0 0.30
Te -1.5591 4.3130 -1.5524 0.0 -0.1 0.2 -0.22
N -4.4290 -5.1538 -1.6121 0.0 -0.1 0.0 0.22
C 7.2678 3.7938 3.3795 0.1 0.1 -0.1 -0.42
C 7.2227 4.8119 1.3477 0.1 0.0 0.1 -0.41
H 4.6337 1.5302 -2.5400 0.0 0.0 0.0 0.43
N -0.6602 -2.5739 -0.5443 0.1 -0.2 -0.1 0.28
S -1.6306 3.3472 1.9563 -0.1 -0.4 -0.3 0.50
C -5.7339 -5.2975 -2.2694 0.1 -0.1 0.0 -0.69
C -1.8741 -2.8966 -0.9849 0.0 0.1 0.0 -0.34
C 5.5829 3.1375 1.8168 -0.2 -0.1 0.0 0.40
C -4.1878 -5.9105 -0.3865 0.0 0.0 -0.1 -0.65
C 1.2522 1.1148 4.2312 -0.1 0.1 0.1 -0.29
H -3.0099 2.4578 3.6259 0.0 0.0 0.0 0.30
H -0.9567 -0.9458 5.3969 0.0 0.0 0.0 0.43
H -0.8539 -1.7181 3.0019 0.0 0.0 0.0 0.49
H -5.2240 -7.0602 -3.4239 0.0 0.0 0.0 0.28
H -2.7616 4.2052 3.8448 0.0 0.0 0.0 0.44
H 0.3717 4.0181 2.9952 0.0 0.1 0.0 0.16
C 1.3681 0.6450 2.9304 0.2 0.1 -0.2 0.20
C 6.1273 4.0663 0.9406 0.0 0.1 -0.1 -0.55
C -2.1874 -4.1355 -1.5348 -0.1 0.1 0.0 -0.02
O -3.7937 -3.6254 -3.1546 0.0 0.1 0.0 -0.63
C 2.3569 1.1935 1.9542 -0.1 -0.1 0.0 0.14
C 3.4533 1.9343 2.3608 0.0 0.1 0.1 -0.24
N 7.7936 4.6884 2.5444 -0.1 -0.1 0.0 -0.58
H -1.3787 -6.0532 -2.0609 0.0 0.0 0.0 0.53
N 0.6042 -0.3522 2.5001 0.1 -0.2 0.0 -0.18
N 2.1743 0.8692 0.6710 0.1 -0.1 0.0 -0.14
H 2.4365 -0.9132 -5.0038 0.0 0.0 0.0 0.42
H 1.8200 1.9714 4.5771 0.0 0.0 0.0 0.41
H -3.6661 -7.8894 0.3039 0.0 0.0 0.0 0.39
C 1.6508 -0.6714 -3.0121 -0.1 0.1 0.0 -0.30
H -6.1335 -4.2988 -2.4461 0.0 0.0 0.0 0.35
F -4.4510 1.6849 1.4047 -0.1 0.1 0.0 -0.18
C 0.0848 -4.7637 -1.1569 0.0 -0.1 0.0 -1.06
C -3.5468 -4.2984 -2.1665 0.0 0.0 0.0 0.30
C 4.2319 1.9061 0.1106 0.1 0.0 -0.1 -0.44
H -6.3861 -5.8027 -1.5570 0.0 0.0 0.0 0.42
C -5.6735 -6.0771 -3.5750 0.0 0.0 0.0 -1.09
C -0.3004 4.4777 2.2692 0.1 0.1 0.1 -0.89
C 2.8953 0.6439 -1.6156 0.0 0.1 0.3 -0.37
O -0.9450 2.0043 1.7367 -0.1 0.1 -0.1 -0.58
H -5.0901 -5.5345 -4.3163 0.0 0.0 0.0 0.31
Se -3.4021 0.7625 -1.0218 -0.1 -0.1 0.1 -0.22
H -2.8374 0.5432 1.4882 0.1 0.0 0.0 -0.46
C 2.5660 -0.4541 -4.0322 0.1 0.0 0.0 -0.53
H -5.0750 -5.8033 0.2400 0.0 0.0 0.1 0.45
H -6.6806 -6.2204 -3.9674 0.0 0.0 0.0 0.38
C -0.2249 -0.9142 3.3673 -0.1 0.1 0.0 -0.18
H 0.8950 -5.4785 -1.2076 0.0 0.0 0.0 0.44
H -0.7156 5.4102 2.6529 0.1 0.0 0.0 0.44
N 1.8235 -0.1263 -1.8160 0.0 -0.1 0.1 0.20
H -2.6476 -2.1317 -0.9239 0.1 -0.1 0.0 0.21
F -4.5029 -0.4839 1.1203 0.0 -0.1 0.0 -0.26
C -3.7629 0.6346 0.9224 0.1 -0.1 0.0 1.07
C -1.1842 -5.0827 -1.6206 0.1 -0.1 0.0 0.00
C 3.7785 0.8786 -2.6592 0.1 0.0 -0.2 -0.32
C -2.2718 3.2582 3.6149 0.0 0.0 0.2 -1.04
N 3.6218 0.3291 -3.8593 0.0 0.0 0.1 -0.59
N 0.4203 0.5633 5.1060 0.0 0.0 -0.1 -0.61
H 3.5742 2.2054 3.4000 0.0 0.0 0.0 0.39
C 0.3014 -3.5039 -0.6354 -0.1 0.2 0.1 -0.36
C 3.1058 1.1809 -0.2337 -0.2 -0.1 -0.1 0.50
H 7.6591 5.5459 0.6806 0.0 0.0 0.0 0.37
C -3.9083 -7.3864 -0.6332 0.0 0.0 0.0 -0.99
H 1.2837 -3.2147 -0.2767 0.0 0.0 0.0 0.42
H 4.9965 2.1195 -0.6214 0.0 0.0 0.0 0.67
```
Forces are in eV/Å.

Its relative energy (zero: lowest compared OMol25 entry of this formula, charge and spin) is 0.000 eV. Its total charge is +1.

***

Result set for maximum force: 0.0090; 0.0040; 0.0322; 0.0114 hartree/bohr, one per record in the order listed.